Entry 1:
# C3H4FNS

2 unconnected molecules or ions with the total composition C3H4FNS in a non-equilibrium geometry (ωB97M-V with the def2-TZVPD basis set, the OMol25 dataset).

- Charge: 0
- Gap between HOMO and LUMO: 9.17 eV
- Molecular weight: 105.14 g/mol
- E_tot: -669.3795 Eh
- Max |F|: 6.20 eV/Å
- Lowest unoccupied orbital energy: -0.39 eV

Cartesian coordinates (Å):
1 C 1.39 -1.05 0.04
2 C -1.49 0.41 0.47
3 C 1.23 0.25 -0.41
4 N 1.38 -2.05 0.61
5 F 2.29 1.04 -0.69
6 S 0.09 1.28 0.54
7 H -2.17 0.81 1.06
8 H -1.41 -0.70 0.75
9 H -1.93 0.35 -0.48
10 H 0.61 -0.33 -1.89


Entry 2:
# C3H4FNS

C3H4FNS in the gas phase in a non-equilibrium geometry (ωB97M-V with the def2-TZVPD basis set, the OMol25 dataset).

- Charge: 0
- Gap between HOMO and LUMO: 8.94 eV
- Molecular weight: 105.14 g/mol
- E_tot: -669.4383 Eh
- Max |F|: 5.83 eV/Å
- Lowest unoccupied orbital energy: 0.75 eV

Cartesian coordinates (Å):
1 C 0.03 1.01 -0.06
2 C -1.24 0.57 -0.08
3 C 0.98 -0.18 0.25
4 N 0.33 -1.41 -0.04
5 F -2.40 1.16 -0.06
6 S -1.37 -1.27 -0.02
7 H 0.33 2.10 -0.02
8 H 1.86 -0.01 -0.25
9 H 0.92 -0.32 1.35
10 H 0.57 -1.65 -1.08


Entry 3:
# C3H4FO2S

A molecular structure, C3H4FO2S in a non-equilibrium geometry (ωB97M-V with the def2-TZVPD basis set, the OMol25 dataset).

- Charge: -1
- Gap between HOMO and LUMO: 7.07 eV
- Molecular weight: 123.13 g/mol
- E_tot: -765.1712 Eh
- Max |F|: 4.73 eV/Å
- Lowest unoccupied orbital energy: 3.99 eV

Cartesian coordinates (Å):
1 C 0.04 0.03 0.61
2 C 0.79 -0.15 -0.62
3 C -0.81 0.91 -0.16
4 O -2.30 -1.15 -0.88
5 O -3.11 0.61 0.71
6 F 1.84 0.48 -1.09
7 S -2.48 0.29 -0.61
8 H -0.48 -0.82 1.14
9 H 0.57 0.64 1.33
10 H 0.50 -0.89 -1.26
11 H -0.52 1.89 -0.04


Entry 4:
# C3H4HgMgO3

A molecular structure, C3H4HgMgO3 in a non-equilibrium geometry (ωB97M-V with the def2-TZVPD basis set, the OMol25 dataset).

- Spin multiplicity: 3
- Charge: +2
- Gap between HOMO and LUMO (alpha / beta): 5.17 / 6.66 eV
- Molecular weight: 312.96 g/mol
- Expectation value of S²: 2.010
- E_tot: -695.1985 Eh
- Max |F|: 2.92 eV/Å
- Lowest unoccupied orbital energy (alpha / beta): -10.61 / -10.48 eV

Cartesian coordinates (Å):
1 O -0.39 -2.84 1.13
2 C -0.59 -2.82 -0.09
3 C -0.23 -1.68 -0.96
4 Hg 0.66 -1.57 2.68
5 H 0.84 -2.00 -1.19
6 H -0.64 -0.76 -0.51
7 H -0.76 -1.76 -1.92
8 O 1.31 0.40 1.39
9 C 2.27 0.82 0.77
10 Mg 2.74 3.73 1.29
11 O 2.78 1.95 0.67
12 H -1.32 -3.54 -0.52


Entry 5:
# C3H4HgO3

A molecular structure, C3H4HgO3 in a non-equilibrium geometry (ωB97M-V with the def2-TZVPD basis set, the OMol25 dataset).

- Spin multiplicity: 2
- Charge: -1
- Gap between HOMO and LUMO (alpha / beta): 6.70 / 6.32 eV
- Molecular weight: 288.65 g/mol
- Expectation value of S²: 0.755
- E_tot: -495.7548 Eh
- Max |F|: 6.45 eV/Å
- Lowest unoccupied orbital energy (alpha / beta): 3.89 / 3.67 eV

Cartesian coordinates (Å):
1 H -0.76 -0.35 2.97
2 Hg -0.84 -1.17 -2.14
3 O -0.03 0.53 -1.15
4 O -0.81 -0.13 0.94
5 C -0.11 -0.54 2.11
6 C 1.08 0.46 2.04
7 O 1.26 0.67 0.67
8 C 0.28 -0.17 -0.06
9 H 0.37 -1.54 1.53
10 H 1.99 -0.01 2.47
11 H 0.87 1.42 2.54


Entry 6:
# C3H4HgO4

A molecular structure, C3H4HgO4 in a non-equilibrium geometry (ωB97M-V with the def2-TZVPD basis set, the OMol25 dataset).

- Spin multiplicity: 2
- Charge: -1
- Gap between HOMO and LUMO (alpha / beta): 5.74 / 4.62 eV
- Molecular weight: 304.65 g/mol
- Expectation value of S²: 0.769
- E_tot: -570.9917 Eh
- Max |F|: 6.63 eV/Å
- Lowest unoccupied orbital energy (alpha / beta): 3.22 / 2.31 eV

Cartesian coordinates (Å):
1 O -2.20 0.71 -0.41
2 Hg -0.22 1.74 -0.37
3 H -3.20 -0.77 0.55
4 C -2.53 -0.56 -0.32
5 H 0.06 -0.94 1.54
6 C -1.94 -1.54 -1.10
7 H -1.12 -2.14 -0.70
8 H -2.46 -1.93 -1.98
9 O 1.15 -0.05 -0.76
10 C 1.61 -0.37 0.39
11 O 2.38 -1.29 0.64
12 O 0.66 -0.06 1.34


Entry 7:
# C3H4HoO4

A molecular structure, C3H4HoO4 in a non-equilibrium geometry (ωB97M-V with the def2-TZVPD basis set, the OMol25 dataset).

- Spin multiplicity: 6
- Charge: 0
- Gap between HOMO and LUMO (alpha / beta): 6.15 / 8.09 eV
- Molecular weight: 268.99 g/mol
- Expectation value of S²: 8.752
- E_tot: -1365.5630 Eh
- Max |F|: 1.89 eV/Å
- Lowest unoccupied orbital energy (alpha / beta): -0.03 / -0.67 eV

Cartesian coordinates (Å):
1 C -1.75 -0.50 -0.13
2 C -0.40 0.15 -0.03
3 O 0.60 -0.85 -0.08
4 C 1.89 -0.46 -0.02
5 O 2.74 -1.38 -0.11
6 O 2.17 0.75 0.10
7 O -2.78 0.13 -0.06
8 Ho 4.90 0.14 0.10
9 H -1.76 -1.60 -0.31
10 H -0.34 0.73 0.90
11 H -0.29 0.86 -0.87
12 H -4.99 2.03 0.52


Entry 8:
# C3H4INO2

2 unconnected molecules or ions with the total composition C3H4INO2 in a non-equilibrium geometry (ωB97M-V with the def2-TZVPD basis set, the OMol25 dataset).

- Charge: 0
- Gap between HOMO and LUMO (alpha / beta): 5.45 / 5.45 eV
- Molecular weight: 212.97 g/mol
- E_tot: -619.2653 Eh
- Max |F|: 2.88 eV/Å
- Lowest unoccupied orbital energy (alpha / beta): -3.14 / -3.14 eV

Cartesian coordinates (Å):
1 C 1.58 -0.31 0.25
2 C -1.36 -0.93 0.26
3 C 2.45 0.61 0.16
4 N -2.25 -0.18 -0.21
5 O -3.43 -0.51 -0.57
6 O -1.80 1.16 -0.46
7 I 4.68 0.17 0.15
8 H 1.51 -1.34 0.27
9 H -2.61 1.64 -0.38
10 H -1.30 -2.04 0.31
11 H 2.53 1.72 0.21


Entry 9:
# C3H4INS

C3H4INS in the gas phase in a non-equilibrium geometry (ωB97M-V with the def2-TZVPD basis set, the OMol25 dataset).

- Charge: 0
- Gap between HOMO and LUMO: 9.03 eV
- Molecular weight: 213.04 g/mol
- E_tot: -867.3068 Eh
- Max |F|: 3.79 eV/Å
- Lowest unoccupied orbital energy: -0.06 eV

Cartesian coordinates (Å):
1 C 0.72 -1.44 -0.48
2 C 0.35 0.77 0.87
3 C -0.53 0.44 -0.59
4 N -0.18 -0.80 -1.10
5 S 1.40 -0.71 0.93
6 I -2.62 0.27 0.15
7 H 0.95 -2.42 -0.90
8 H 1.00 1.64 0.76
9 H -0.48 0.87 1.54
10 H -0.60 1.37 -1.18


Entry 10:
# C3H4IrO2

A molecular structure, C3H4IrO2 in a non-equilibrium geometry (ωB97M-V with the def2-TZVPD basis set, the OMol25 dataset).

- Spin multiplicity: 5
- Charge: +1
- Gap between HOMO and LUMO (alpha / beta): 10.00 / 5.70 eV
- Molecular weight: 264.28 g/mol
- Expectation value of S²: 6.027
- E_tot: -370.9433 Eh
- Max |F|: 3.48 eV/Å
- Lowest unoccupied orbital energy (alpha / beta): -3.98 / -8.46 eV

Cartesian coordinates (Å):
1 C 0.99 -1.25 -0.11
2 C 1.69 -0.79 -1.17
3 O -1.71 0.57 -0.39
4 C -2.38 1.23 0.43
5 O -1.49 1.46 1.52
6 H 0.72 -2.32 -0.21
7 H 2.20 -1.42 -1.90
8 H -1.78 2.16 2.10
9 Ir -0.18 0.03 0.86
10 H 1.93 0.34 -1.14


Entry 11:
# C3H4IrO3

A molecular structure, C3H4IrO3 in a non-equilibrium geometry (ωB97M-V with the def2-TZVPD basis set, the OMol25 dataset).

- Spin multiplicity: 5
- Charge: +1
- Gap between HOMO and LUMO (alpha / beta): 7.69 / 7.92 eV
- Molecular weight: 280.28 g/mol
- Expectation value of S²: 6.019
- E_tot: -446.0757 Eh
- Max |F|: 8.25 eV/Å
- Lowest unoccupied orbital energy (alpha / beta): -5.55 / -6.84 eV

Cartesian coordinates (Å):
1 O 1.05 0.92 0.92
2 C 0.41 1.12 -0.18
3 O 1.04 1.50 -1.26
4 Ir 0.15 0.67 -2.65
5 O -0.98 -0.27 -1.60
6 C -0.73 0.20 -0.32
7 H -1.61 0.55 0.25
8 C 0.05 -0.91 1.00
9 H 0.77 -1.50 1.59
10 H -0.35 -0.56 1.97
11 H 0.20 -1.73 0.28


Entry 12:
# C3H4KMgO3

A molecular structure, C3H4KMgO3 in a non-equilibrium geometry (ωB97M-V with the def2-TZVPD basis set, the OMol25 dataset).

- Spin multiplicity: 2
- Charge: 0
- Gap between HOMO and LUMO (alpha / beta): 2.90 / 3.48 eV
- Molecular weight: 151.46 g/mol
- Expectation value of S²: 0.766
- E_tot: -1142.2398 Eh
- Max |F|: 2.63 eV/Å
- Lowest unoccupied orbital energy (alpha / beta): -1.22 / -1.29 eV

Cartesian coordinates (Å):
1 H 1.54 1.51 0.86
2 C 1.01 0.67 0.37
3 C -0.07 1.27 -0.50
4 O -0.75 0.51 -1.47
5 C -0.63 -0.84 -1.84
6 O -1.67 -1.43 -0.91
7 Mg -1.44 -0.30 0.76
8 O 0.43 -0.19 1.35
9 H 1.76 0.10 -0.21
10 H 0.15 2.26 -0.91
11 H -1.82 -2.34 -1.15
12 K 1.49 -1.22 3.65